Molecular formula: C14H10CrO3S6Sb
Method: DFT, wB97M-V/def2-TZVPD

Structure (XYZ):
```
35
Properties=species:S:1:pos:R:3:forces:R:3:mulliken_spin:R:1
Cr 0.50680 0.49020 0.13274 -0.641 0.351 -0.211 3.936
S -5.03392 0.48277 0.47444 0.068 0.124 0.072 0.243
Sb -2.80162 0.09783 0.02736 0.189 -0.225 -0.038 0.453
S -1.62421 1.47718 -1.42624 -0.025 0.055 0.012 0.231
S -1.29379 0.00843 1.86066 0.046 0.088 -0.081 0.126
O 0.60509 -1.33179 -0.64553 0.328 -0.018 0.189 -0.018
C 1.50840 -2.10409 0.05953 -0.031 0.112 0.063 -0.205
C 0.77266 -3.25671 0.73375 -0.259 -0.038 -0.079 0.000
C 1.13611 -4.15649 1.69374 0.086 0.138 -0.043 0.006
C 0.12462 -5.11893 1.95068 -0.023 -0.158 0.115 0.003
C -0.98127 -4.92950 1.17780 0.002 0.211 -0.166 0.002
S -0.81217 -3.56545 0.14753 0.135 -0.125 0.174 0.007
C 2.51080 -2.69143 -0.92938 -0.120 0.022 -0.280 0.016
C 3.48790 -3.63324 -0.79808 -0.030 0.062 -0.048 -0.004
C 4.21027 -3.83482 -2.00491 0.167 -0.086 0.093 0.000
C 3.76398 -3.04027 -3.01705 -0.300 0.106 -0.046 0.000
S 2.43376 -2.06493 -2.52689 0.280 -0.071 0.112 0.000
C 2.27312 -1.28035 1.11930 0.520 -0.407 0.317 0.145
C 1.93797 -1.09655 2.43926 0.086 0.149 -0.322 0.031
C 2.91424 -0.36883 3.17153 0.183 -0.051 -0.217 -0.021
C 4.00667 -0.05306 2.41513 -0.223 0.040 -0.249 0.023
S 3.83957 -0.58430 0.78271 -0.395 -0.186 0.633 0.014
H 2.08318 -4.11037 2.21576 -0.012 -0.003 -0.010 0.000
H 0.20602 -5.90414 2.69274 0.020 0.026 -0.014 0.000
H -1.90135 -5.49359 1.19645 0.021 0.021 -0.006 0.000
H 3.68249 -4.15205 0.13016 0.010 -0.008 0.000 0.000
H 5.02931 -4.53547 -2.11137 -0.003 0.009 0.015 0.000
H 4.13699 -2.99807 -4.02957 -0.029 -0.005 0.022 0.000
H 0.99513 -1.43376 2.84647 0.020 -0.041 -0.029 0.011
H 2.80297 -0.08564 4.20933 0.003 -0.019 -0.016 0.001
H 4.87304 0.51515 2.71839 -0.024 0.006 -0.037 0.003
O 2.03045 1.45368 -1.12375 -0.088 -0.159 0.088 0.000
C 2.04326 2.38972 -0.29254 0.106 0.199 0.109 0.002
O 1.39859 2.37093 0.78675 -0.057 -0.125 -0.131 -0.009
H 2.65630 3.28358 -0.51881 -0.012 0.005 0.009 0.003
```
Positions in Å, forces in eV/Å.

**2S+1**: 6
**Energy relative to the best compared isomer or geometry (same formula, charge and spin)**: 0.6 kcal/mol
**<S²>**: 8.7742
**HOMO energy (spin up / spin down)**: -0.020 / -0.061 Eh
**Largest force on an atom**: 0.77 eV/A
**Frontier orbital gap (spin up / spin down)**: 4.8 / 5.9 eV
**E**: -4439.21541 Ha
**Total charge**: -2